C35H46FZr | ωB97M-V with the def2-TZVPD basis set

Properties
gap between HOMO and LUMO = 4.35 eV
energy relative to the best compared isomer or geometry (same formula, charge and spin) = 122.4 kcal/mol
HOMO = -2.219 eV
F_max = 4.13 eV/A

The geometry in ORCA input format:
```
! RIJCOSX wB97M-V def2-TZVPD def2/J DEFGRID3
* xyz -1 1
C -0.5261 1.8664 -0.2737
C -0.0716 0.7122 -1.0890
C -0.2350 0.5431 -2.5125
C -0.8926 1.4274 -3.4947
C 0.3243 -0.7085 -2.8895
C 0.3533 -1.3032 -4.2900
C 1.0387 -1.2275 -1.7399
C 1.9296 -2.4006 -1.7432
C 0.6076 -0.4425 -0.5911
C 0.8889 -0.7164 0.9086
Zr -1.6937 -1.1413 -1.2048
C -2.3791 -0.7051 0.8784
C -3.0701 -0.0066 -2.5272
C -3.1280 -3.1538 -1.2000
C -4.5448 -2.7594 -1.0188
C -2.4173 -3.2579 -2.4469
C -3.0235 -3.0877 -3.8214
C -1.0659 -3.6492 -2.1790
C -0.0531 -3.9278 -3.1991
C -0.9147 -3.6261 -0.7350
C 0.3371 -3.9777 0.0027
C -2.2052 -3.4282 -0.1362
C -2.4719 -3.4840 1.3164
H -0.0976 2.7771 -0.6889
H -1.6094 1.9707 -0.2965
H -0.2103 1.7791 0.7619
H -0.3205 1.9172 -4.2599
H -1.5159 0.8225 -4.1832
H -1.5587 2.0801 -2.9460
H 1.3860 -1.2278 -4.6812
H 0.4047 -2.6740 -4.4171
H -0.4114 -0.8599 -4.9584
H 3.0318 -2.3784 -1.8390
H 1.8125 -2.8253 -0.8001
H 0.8617 -3.9765 -2.7136
H 1.7633 -0.1786 1.3743
H 0.0810 -0.3424 1.5415
H 1.0041 -1.7730 1.1928
H -2.6935 -1.4210 1.5667
H -1.5713 -0.5056 1.5799
H -3.1357 0.0542 1.1089
H -3.4618 -0.6136 -3.3507
H -3.9357 0.5376 -2.1271
H -2.7996 0.6616 -3.2835
H -5.1040 -3.6009 -0.6109
H -4.6460 -1.9218 -0.3290
H -4.9884 -2.4767 -1.9666
H -3.9911 -3.6124 -3.9181
H -3.3813 -2.0821 -4.0171
H -2.3124 -3.2165 -4.6682
H -0.0929 -4.7784 -3.8875
H -0.3277 -2.6669 -3.9618
H 1.6455 -2.8226 -2.6814
H 0.4663 -4.9021 0.5823
H 1.1349 -4.1030 -0.7048
H 0.4781 -3.2141 0.7863
H -2.8784 -4.3622 1.7718
H -1.6163 -3.0898 1.8656
H -3.3277 -2.8078 1.4964
F 4.6150 -2.3667 6.5619
C 4.7931 -1.0261 6.2237
C 4.8989 -0.0452 7.2122
C 5.0743 1.2800 6.7502
C 5.1516 1.6152 5.4190
C 5.0461 0.6074 4.4061
C 5.1325 0.9809 3.0326
C 5.0727 0.1435 1.8763
C 5.2034 0.7440 0.5805
C 5.1693 -0.0429 -0.5503
C 5.0058 -1.4399 -0.5007
C 4.8525 -2.0639 0.7412
C 4.8846 -1.2850 1.8792
C 4.8556 -0.7398 4.8988
H 4.8412 -0.3362 8.2435
H 5.1517 2.0579 7.4932
H 5.2927 2.6318 5.0572
H 5.3099 2.0339 2.8506
H 5.3363 1.8229 0.5714
H 5.2775 0.4272 -1.5186
H 5.0023 -2.0661 -1.3712
H 4.7172 -3.1546 0.8836
H 4.7685 -1.8570 2.8009
H 4.7530 -1.6161 4.2422
*
```

Okay, here come the Löwdin numbers, in e, for every atom: C -0.04; C -0.33; C -0.30; C -0.08; C -0.25; C -0.07; C -0.18; C -0.05; C -0.25; C -0.03; Zr 1.64; C -0.24; C -0.24; C -0.34; C -0.05; C -0.29; C -0.05; C -0.25; C -0.12; C -0.23; C -0.06; C -0.29; C -0.07; H 0.09; H 0.07; H 0.08; H 0.08; H 0.06; H 0.08; H 0.10; H 0.16; H 0.09; H 0.09; H 0.03; H 0.01; H 0.10; H 0.03; H 0.05; H -0.07; H -0.01; H 0.02; H -0.02; H 0.02; H -0.07; H 0.08; H 0.07; H 0.07; H 0.09; H 0.03; H 0.09; H 0.08; H 0.12; H 0.04; H 0.10; H 0.05; H 0.06; H 0.08; H 0.09; H 0.07; F -0.01; C -0.30; C -0.08; C -0.14; C -0.09; C -0.23; C -0.10; C -0.24; C -0.08; C -0.13; C -0.17; C -0.14; C -0.07; C 0.00; H 0.08; H 0.08; H 0.09; H 0.07; H 0.09; H 0.08; H 0.06; H 0.10; H 0.05; H 0.07



C35H46N2O3P2PtS2Si2 | ωB97M-V with the def2-TZVPD basis set

Properties
gap between HOMO and LUMO (alpha / beta) = 6.31 / 6.48 eV
energy relative to the best compared isomer or geometry (same formula, charge and spin) = 1.2 kcal/mol
HOMO (alpha / beta) = -3.763 / -4.564 eV
F_max = 0.30 eV/A

The geometry in ORCA input format:
```
! RIJCOSX wB97M-V def2-TZVPD def2/J DEFGRID3
* xyz -1 2
Pt -0.4596 -0.1616 -0.6528
C -4.2211 4.4287 -0.9835
C -3.3851 3.5794 -0.0536
O -3.8283 2.2216 -0.1967
P -3.3652 1.0978 0.8673
S -1.3745 1.2377 1.1722
S -4.2685 -0.5478 0.3373
O -3.9126 1.6745 2.2821
C -5.2703 1.5014 2.6933
C -6.2274 2.3990 1.9338
H -3.8917 5.4687 -0.9367
H -5.2774 4.3825 -0.7138
H -4.1092 4.0779 -2.0114
H -3.4996 3.8955 0.9870
H -2.3318 3.6293 -0.3198
H -5.2724 1.7424 3.7572
H -5.5476 0.4530 2.5684
H -5.9271 3.4452 2.0213
H -7.2355 2.2921 2.3416
H -6.2477 2.1275 0.8789
C 1.3242 -1.9087 3.5722
Si 0.3556 -2.2734 1.9977
C -1.4332 -2.0142 2.4304
C 0.5212 -4.1081 1.5811
N 0.9012 -1.2165 0.7096
C 2.1994 -1.0822 0.3980
C 3.2150 -1.9764 0.8483
C 4.5140 -1.8992 0.4205
C 4.9028 -0.8995 -0.4957
C 3.9884 0.0192 -0.9230
C 2.6239 0.0253 -0.4752
N 1.7356 0.9463 -0.8046
Si 1.9452 2.4542 -1.6387
C 3.6750 3.2227 -1.5389
C 0.8387 3.7226 -0.8356
C 1.5519 2.2072 -3.4554
H 0.8967 -2.4892 4.3957
H 1.2149 -0.8503 3.8223
H 2.3898 -2.1317 3.5150
H -1.7155 -2.7751 3.1665
H -2.1014 -2.1033 1.5751
H -1.6047 -1.0286 2.8619
H 0.2289 -4.6925 2.4595
H 1.5250 -4.4220 1.2914
H -0.1577 -4.3792 0.7683
H 2.9397 -2.7767 1.5199
H 5.2375 -2.6254 0.7720
H 5.9217 -0.8644 -0.8633
H 4.2826 0.7718 -1.6380
H 4.1135 3.0943 -0.5461
H 3.5747 4.2975 -1.7207
H 4.3788 2.8297 -2.2752
H 1.2691 4.0365 0.1196
H -0.1544 3.3176 -0.6497
H 0.7474 4.6068 -1.4741
H 2.2260 1.4612 -3.8873
H 1.6749 3.1416 -4.0115
H 0.5253 1.8643 -3.5886
O -1.5898 2.0273 -2.1069
C -1.5738 0.8192 -1.9858
C -2.3882 0.0120 -2.9781
C -3.4680 0.5494 -3.6662
C -4.1574 -0.2447 -4.5674
C -3.7576 -1.5583 -4.8023
C -2.6719 -2.0895 -4.1243
C -1.9949 -1.2956 -3.2047
P -0.6350 -1.7960 -2.1189
C -1.1337 -3.4725 -1.6084
C -0.4486 -4.6344 -1.9465
C -0.9376 -5.8724 -1.5451
C -2.1195 -5.9528 -0.8249
C -2.8177 -4.7944 -0.5051
C -2.3266 -3.5590 -0.8912
C 0.8022 -2.0647 -3.2101
C 0.7947 -1.7499 -4.5650
C 1.9595 -1.8595 -5.3151
C 3.1371 -2.2840 -4.7193
C 3.1529 -2.6011 -3.3666
C 1.9937 -2.4892 -2.6167
H -3.7582 1.5723 -3.4635
H -5.0196 0.1526 -5.0894
H -4.3082 -2.1730 -5.5038
H -2.3705 -3.1180 -4.2885
H 0.4736 -4.5763 -2.5106
H -0.3907 -6.7729 -1.7958
H -2.4977 -6.9181 -0.5110
H -3.7424 -4.8513 0.0558
H -2.8659 -2.6489 -0.6486
H -0.1170 -1.4018 -5.0342
H 1.9457 -1.6020 -6.3671
H 4.0453 -2.3576 -5.3049
H 4.0707 -2.9119 -2.8838
H 2.0206 -2.7154 -1.5570
*
```

Okay, here come the Löwdin numbers, in e, for every atom: Pt 0.78; C -0.07; C -0.31; O -0.38; P -0.10; S 0.34; S 0.29; O -0.37; C -0.32; C -0.09; H 0.07; H 0.07; H 0.07; H 0.11; H 0.07; H 0.11; H 0.07; H 0.07; H 0.07; H 0.06; C -0.17; Si 0.39; C -0.20; C -0.15; N -0.18; C -0.34; C -0.08; C -0.11; C -0.12; C -0.06; C -0.32; N -0.05; Si 0.40; C -0.20; C -0.18; C -0.16; H 0.03; H 0.03; H 0.01; H 0.03; H -0.03; H 0.00; H 0.03; H 0.02; H 0.00; H 0.06; H 0.09; H 0.09; H 0.08; H 0.03; H 0.02; H 0.01; H 0.03; H -0.03; H 0.03; H 0.02; H 0.03; H 0.01; O -0.04; C -0.55; C -0.22; C -0.01; C -0.07; C -0.08; C -0.08; C -0.32; P 0.92; C -0.33; C -0.09; C -0.09; C -0.10; C -0.07; C -0.11; C -0.32; C -0.07; C -0.09; C -0.09; C -0.07; C -0.10; H 0.11; H 0.10; H 0.10; H 0.11; H 0.10; H 0.10; H 0.10; H 0.11; H 0.03; H 0.10; H 0.10; H 0.10; H 0.10; H 0.10